Molecular formula: C2HBrO4P
Method: DFT, ωB97M-V/def2-TZVPD

XYZ file:
```
9
Properties=species:S:1:pos:R:3:forces:R:3:nbo_charge:R:1
C -0.24381 1.22139 0.23181 -1.94 -0.19 -1.81 0.1076
C -0.84773 0.20679 -0.45493 -0.56 1.25 -1.63 0.0326
O 0.12685 -0.70410 -1.21529 -2.56 1.25 1.65 -0.8052
O 2.37169 -1.62379 -0.26583 -1.29 1.04 0.32 -1.0816
O 1.03073 1.00277 0.33005 1.92 -0.52 0.54 -0.7509
O 0.09765 -1.28615 1.21628 2.75 -0.93 -1.31 -1.1172
P 1.05404 -1.01033 0.05775 -1.15 0.53 2.69 2.4459
Br -2.77869 -0.02563 -0.39600 1.46 -0.24 -0.45 -0.0065
H -0.81074 2.21906 0.49616 1.37 -2.19 0.02 0.1752
```
Forces are in eV/Å.

The spin multiplicity is 1. As for the LUMO energy: 3.13 eV. Its total charge is -1. The calculation puts the total energy at -89613.462 eV.